{
  "formula": "C12H18Cl4O4Tc",
  "method": "ωB97M-V with the def2-TZVPD basis set",
  "molar_mass_g_mol": 466.08,
  "homo_energy_ha": [0.0191, -0.0278],
  "gap_ev": [4.450, 5.725],
  "total_energy_ha": -2690.590978,
  "spin_multiplicity": 4,
  "charge": -2,
  "elements": ["C", "C", "C", "C", "C", "C", "C", "C", "C", "C", "Tc", "Cl", "Cl", "O", "H", "H", "H", "H", "H", "H", "H", "H", "H", "H", "H", "H", "H", "H", "H", "H", "O", "H", "Cl", "C", "Cl", "C", "O", "O", "H"],
  "positions_angstrom": [[0.4490, -1.0979, -1.7519], [1.2924, -0.0256, -2.2058], [0.5040, 1.1750, -2.1962], [2.6938, -0.1368, -2.6332], [-0.8549, 0.8356, -1.9753], [-0.9120, -0.5797, -1.6981], [-2.1405, -1.4187, -1.8055], [0.7699, -2.5450, -1.8822], [1.0385, 2.5437, -2.3287], [-2.0184, 1.7444, -2.1120], [0.1488, -0.1326, 0.2165], [2.3742, 1.3261, 0.0725], [2.0034, -1.2980, 0.8863], [-1.7200, 0.1608, 0.8186], [3.0102, -1.1786, -2.6477], [3.3325, 0.3889, -1.9178], [2.8383, 0.3198, -3.6175], [1.8702, 2.6509, -1.6008], [0.2906, 3.2832, -2.0257], [1.4036, 2.7663, -3.3400], [-1.7714, 2.7285, -1.7122], [-2.8735, 1.3623, -1.5545], [-2.3021, 1.8760, -3.1624], [-3.0014, -0.8824, -1.3946], [-2.0139, -2.3539, -1.2602], [-2.3655, -1.6565, -2.8547], [1.7985, -2.7314, -1.5654], [0.6445, -2.8695, -2.9244], [0.1037, -3.1425, -1.2572], [-2.0447, 1.0431, 1.0679], [-0.4879, -1.9372, 0.8822], [-1.3062, -1.6900, 1.3484], [1.2640, 4.3790, 1.4208], [1.2493, 3.1493, 2.7130], [0.3644, 3.6710, 4.1412], [0.5855, 1.8128, 2.2722], [0.7382, 0.8318, 3.0095], [-0.0427, 1.8728, 1.1366], [2.2959, 2.9352, 2.9747]],
  "atomic_forces_ev_per_a": [[-0.27, 0.80, -1.46], [-1.64, 0.27, -0.23], [-0.23, -1.35, -0.30], [0.63, 0.12, 0.33], [0.62, -1.27, -0.43], [0.45, 0.82, -0.81], [-0.14, 0.10, 0.38], [0.08, -0.26, 0.10], [0.39, 0.66, 0.15], [0.01, 0.16, 0.36], [-1.34, -1.29, 1.73], [1.73, 1.60, 0.62], [2.13, -1.82, 0.46], [-2.33, 0.39, -0.01], [0.05, -0.06, -0.17], [0.10, -0.04, -0.10], [0.03, -0.10, -0.13], [-0.36, -0.02, -0.58], [0.01, 0.00, -0.26], [-0.09, 0.03, 0.00], [-0.11, 0.12, 0.03], [-0.05, 0.02, -0.01], [-0.10, 0.00, -0.04], [0.07, -0.15, 0.07], [-0.07, 0.04, 0.09], [0.12, 0.03, 0.00], [-0.13, -0.09, 0.00], [0.04, 0.02, -0.01], [0.15, 0.06, 0.09], [0.79, -0.41, -0.26], [-0.70, 0.51, -0.15], [0.20, 0.06, -0.39], [-0.04, 0.12, 0.46], [0.43, -0.85, -0.63], [-0.11, 0.63, 0.62], [-0.59, -0.62, -1.24], [-0.12, 1.32, -0.55], [0.93, 0.27, 2.28], [-0.53, 0.20, -0.03]]
}

***

{
  "formula": "C12H18ClN2O8",
  "method": "ωB97M-V with the def2-TZVPD basis set",
  "molar_mass_g_mol": 353.73,
  "homo_energy_ha": -0.1561,
  "gap_ev": 6.335,
  "total_energy_ha": -1639.426064,
  "charge": -1,
  "elements": ["C", "C", "C", "C", "C", "O", "O", "C", "C", "O", "C", "O", "O", "N", "Cl", "C", "O", "C", "C", "H", "H", "H", "H", "H", "H", "H", "H", "H", "H", "H", "H", "H", "H", "H", "C", "N", "O", "O", "H", "H", "H"],
  "positions_angstrom": [[3.6734, 0.6557, 1.4309], [2.3137, 0.3626, 1.6727], [1.3642, -0.3298, 0.6226], [-0.0272, -0.4958, 1.3455], [-1.0340, -1.4963, 0.7013], [-1.1378, -2.6493, 0.9137], [-1.9855, -0.9030, -0.2398], [-3.0312, -0.4044, 0.5488], [-3.5459, 1.0552, 0.3990], [-3.5750, -1.0941, 1.3689], [2.0175, -1.7886, 0.4407], [1.7601, -2.7008, 1.2496], [2.8620, -2.0235, -0.5068], [1.3883, 0.3753, -0.6491], [0.6267, -0.4231, -1.9398], [1.2217, 1.8050, -0.6267], [-0.0345, 2.3047, -0.1182], [0.1425, 3.2195, 0.9628], [-1.1122, 3.3504, 1.8947], [4.5042, -0.0824, 1.5518], [3.9176, 1.7167, 1.1427], [1.8708, 0.6765, 2.6593], [-0.5813, 0.4593, 1.5294], [0.1962, -0.9081, 2.3669], [-3.7956, 1.5172, 1.3832], [-4.4125, 1.1061, -0.3128], [-2.7282, 1.6817, -0.0449], [2.0579, 2.3579, -0.1182], [1.2757, 2.1483, -1.6995], [0.2984, 4.2385, 0.4996], [1.0071, 2.9448, 1.6313], [-1.1455, 2.5467, 2.6763], [-0.9853, 4.3156, 2.4579], [-2.0849, 3.3575, 1.3529], [-0.3609, -3.9123, -3.1671], [0.0424, -3.7569, -4.5926], [-0.1300, -4.7099, -5.3336], [0.5174, -2.6868, -4.9181], [-0.7645, -4.9101, -3.0247], [0.5287, -3.7634, -2.5553], [-1.1145, -3.1567, -2.9556]],
  "atomic_forces_ev_per_a": [[-0.36, -0.01, 0.31], [-0.01, 0.23, -0.92], [0.80, -2.45, 1.96], [-0.78, -0.33, 0.55], [0.58, -0.10, -0.01], [0.15, 0.05, -0.03], [-0.55, 1.64, 1.43], [-0.97, 0.20, 0.23], [1.33, 0.49, -1.31], [0.32, -0.07, -0.04], [2.58, -3.17, -1.85], [-1.17, 1.48, 1.02], [-1.68, 2.31, 0.91], [0.66, 1.48, 1.31], [-0.17, 0.03, -0.04], [0.12, 0.82, -1.81], [0.36, -0.21, 1.01], [-0.63, 0.88, 0.29], [0.42, -0.04, 0.30], [-0.97, 0.17, -2.21], [0.35, -0.52, 2.28], [-0.38, 1.37, -1.62], [0.66, -0.50, -0.53], [-0.13, 0.03, -1.14], [-0.01, -0.85, -0.72], [0.69, -0.21, 0.80], [-0.69, -0.53, 0.22], [-0.68, -1.02, -0.09], [-0.09, -0.46, 0.92], [0.20, -0.81, 0.60], [-0.58, 0.21, -0.84], [0.01, 0.50, -0.81], [-0.26, -0.81, -0.54], [0.83, 0.11, 0.27], [0.01, -0.14, 0.21], [0.00, 0.02, 0.09], [0.09, 0.23, -0.03], [-0.17, -0.33, -0.05], [0.05, 0.06, -0.13], [-0.08, 0.19, 0.00], [0.17, 0.07, 0.04]]
}

***

{
  "formula": "C12H18F2O8V2",
  "method": "ωB97M-V with the def2-TZVPD basis set",
  "molar_mass_g_mol": 430.15,
  "homo_energy_ha": [-0.5400, -0.5420],
  "gap_ev": [2.521, 4.024],
  "total_energy_ha": -3156.939745,
  "spin_multiplicity": 3,
  "charge": 2,
  "elements": ["O", "V", "O", "V", "F", "F", "O", "C", "O", "C", "C", "C", "H", "H", "H", "H", "H", "H", "O", "C", "O", "C", "C", "C", "H", "H", "H", "H", "H", "H", "O", "C", "O", "C", "C", "C", "H", "H", "H", "H", "H", "H"],
  "positions_angstrom": [[1.2000, 3.5942, -1.2290], [-0.3346, 3.3990, -1.3413], [-0.3412, 2.7220, 2.6387], [-1.6777, 2.8368, 1.7992], [-0.7450, 1.7229, 0.1215], [-0.9804, 4.4382, 0.5917], [2.4959, 0.4280, -1.4436], [1.7663, -0.2189, -2.1932], [1.9387, -0.3235, -3.5804], [0.9258, -1.1044, -4.1726], [-0.1655, -1.0627, -3.1521], [0.5534, -1.0589, -1.8060], [1.2944, -2.1089, -4.3801], [0.6031, -0.6085, -5.0880], [-0.8692, -1.8944, -3.1864], [-0.7407, -0.1392, -3.2187], [0.8456, -2.0730, -1.5335], [0.0791, -0.6246, -0.9259], [1.8425, 0.5187, 5.1663], [2.3745, 0.7286, 4.1051], [1.7163, 0.4220, 2.9470], [2.4375, 0.6939, 1.8279], [3.5909, 1.6555, 2.3050], [3.7382, 1.3169, 3.7490], [1.8182, 1.1085, 1.0324], [2.7462, -0.2692, 1.4214], [3.3165, 2.6969, 2.1371], [4.5548, 1.5325, 1.8111], [4.0001, 2.0834, 4.4784], [4.4563, 0.4994, 3.8134], [-2.6318, -4.1835, -0.6363], [-2.9611, -3.0362, -0.4573], [-2.1525, -1.9821, -0.7139], [-2.7245, -0.7114, -0.3955], [-4.2444, -1.0664, -0.2478], [-4.2587, -2.5519, 0.1668], [-2.4534, -0.0027, -1.1779], [-2.2151, -0.3273, 0.4883], [-4.7436, -0.9407, -1.2085], [-4.7627, -0.3854, 0.4274], [-5.1226, -3.1121, -0.1911], [-4.1694, -2.6115, 1.2515]],
  "atomic_forces_ev_per_a": [[-3.14, -0.38, -0.58], [3.14, -0.42, 3.73], [-4.09, 0.23, -1.78], [6.74, 0.18, -0.27], [-1.24, 2.80, -0.24], [-0.99, -2.58, -0.76], [-1.58, -0.84, -1.92], [1.44, -0.13, -0.18], [1.27, 1.41, 2.44], [-0.65, -0.08, -0.23], [-1.55, -0.77, 1.21], [0.66, 0.39, -0.34], [0.01, 0.03, 0.00], [0.30, -0.20, -0.12], [0.00, 0.08, -0.27], [-0.15, 0.22, -0.33], [0.30, 0.01, 0.03], [-0.21, -0.02, -0.29], [0.75, 0.42, -1.12], [-0.46, -0.24, 1.35], [-1.97, -0.07, 1.78], [2.12, 0.39, -1.62], [0.05, 0.20, -1.25], [-0.69, -0.84, 0.92], [-0.18, 0.38, 0.14], [0.67, 0.08, -0.13], [-0.24, 0.05, 0.09], [-0.29, -0.21, -0.37], [0.05, 0.03, -0.31], [0.07, -0.06, 0.41], [-0.11, 1.83, -0.09], [-0.49, -2.27, 0.71], [1.08, 0.58, -0.50], [-0.96, -1.34, -0.06], [0.11, 0.72, -0.09], [0.45, 1.22, -0.38], [-0.34, -0.13, -0.39], [-0.20, -0.15, 0.59], [0.16, -0.05, -0.13], [0.01, -0.15, 0.22], [0.19, 0.05, 0.13], [-0.04, -0.37, 0.01]]
}

***

{
  "formula": "C12H18FN2O6S2",
  "method": "ωB97M-V with the def2-TZVPD basis set",
  "molar_mass_g_mol": 369.42,
  "homo_energy_ha": -0.2439,
  "gap_ev": 9.279,
  "total_energy_ha": -1925.314031,
  "relative_energy_kcal_mol": 4.1,
  "charge": -1,
  "elements": ["O", "S", "O", "C", "C", "C", "F", "N", "S", "O", "O", "C", "C", "C", "N", "C", "C", "H", "H", "H", "H", "H", "H", "H", "H", "H", "H", "O", "C", "O", "C", "C", "C", "H", "H", "H", "H", "H", "H", "H", "H"],
  "positions_angstrom": [[4.3514, -1.7763, -0.4170], [3.4553, -1.2626, -1.4165], [3.6304, -1.8377, -2.7313], [3.8128, 0.4786, -1.6444], [4.1089, 1.2323, -0.3263], [5.1569, 2.2830, -0.6296], [5.6053, 2.9119, 0.5144], [1.8791, -1.4070, -1.0778], [1.3039, -0.7875, 0.2560], [2.2562, -0.5263, 1.3063], [0.1437, -1.5470, 0.6676], [0.6156, 0.7939, -0.1753], [0.4311, 1.1910, -1.4911], [-0.1402, 2.4209, -1.7817], [-0.5200, 3.2813, -0.8360], [-0.3482, 2.8826, 0.4213], [0.2092, 1.6758, 0.8198], [4.6871, 0.5287, -2.2846], [2.9671, 0.9512, -2.1260], [3.2042, 1.7617, -0.0446], [4.4305, 0.5544, 0.4520], [4.7361, 3.0202, -1.3140], [6.0057, 1.8218, -1.1330], [0.7198, 0.5260, -2.2915], [-0.2941, 2.7203, -2.8059], [-0.6711, 3.5680, 1.1921], [0.3152, 1.4248, 1.8609], [-7.0195, -0.8809, 1.3088], [-5.9736, -1.4721, 1.2581], [-5.0265, -1.2004, 2.1648], [-3.8307, -1.9896, 2.3063], [-2.7293, -1.5655, 1.3611], [-5.6764, -2.4573, 0.1498], [-4.0677, -3.0510, 2.2126], [-3.5169, -1.8293, 3.3364], [-3.0195, -1.7020, 0.3188], [-1.8270, -2.1392, 1.5384], [-2.4967, -0.5100, 1.4978], [-5.2891, -1.9102, -0.7081], [-6.6089, -2.9400, -0.1320], [-4.9703, -3.2366, 0.4234]],
  "atomic_forces_ev_per_a": [[-0.07, 0.26, 0.48], [-0.07, -0.69, -1.02], [-0.26, 0.15, -0.16], [0.12, 0.41, 1.17], [-0.06, 0.38, -0.76], [-0.21, -0.62, -0.45], [0.05, 0.28, 0.23], [0.56, 0.59, 0.37], [-0.23, -1.01, 0.51], [0.19, 0.31, -0.07], [-0.04, 0.06, -0.30], [-0.16, 0.66, -0.26], [0.00, -0.31, -0.27], [0.10, -0.04, 0.62], [-0.04, -0.16, -0.19], [0.06, 0.00, 0.42], [-0.02, -0.12, -0.51], [0.05, -0.29, -0.28], [-0.08, -0.13, -0.41], [-0.12, -0.15, 0.51], [0.03, -0.09, 0.17], [0.05, 0.31, 0.06], [0.29, 0.00, 0.13], [0.02, -0.11, -0.05], [-0.01, 0.10, -0.20], [-0.07, 0.20, 0.03], [0.06, -0.02, 0.18], [-0.08, 0.04, 0.04], [0.09, 0.00, -0.25], [-0.05, -0.01, 0.27], [0.24, -0.02, -0.09], [-0.39, 0.06, -0.03], [-0.12, -0.33, 0.18], [-0.04, 0.01, -0.03], [-0.09, 0.07, 0.03], [0.05, -0.06, 0.00], [0.09, 0.00, 0.01], [0.07, -0.01, 0.05], [0.04, 0.01, 0.00], [-0.06, 0.15, -0.06], [0.11, 0.10, -0.06]]
}